Formula: C45H86F2NO19PS3
Source: OMol25
Level of theory: ωB97M-V/def2-TZVPD

Output
2S+1: 1
Kohn-Sham gap: 3.3 eV
Largest force on an atom: 4.682 eV Å⁻¹
Total charge: -2
E_tot: -4986.1131 Ha

Element x y z (Å)
C 0.04218 -1.35809 2.42620
C 0.12898 -0.54211 1.15983
C -1.21171 -0.10605 0.65424
O -0.99858 0.87712 -0.33161
C -2.15664 1.60275 -0.72555
N 0.99488 0.69153 1.49106
H 0.73396 1.21995 2.31129
H 1.91512 0.50232 1.86181
H 1.05719 1.33915 0.71852
H 1.03827 -1.54890 2.82559
H -0.33372 -2.36664 2.25409
H -0.51709 -0.86754 3.22287
H 0.73187 -1.01467 0.38438
H -1.71850 0.25661 1.54852
H -1.73563 -0.91165 0.13981
H -2.95574 0.90802 -0.98416
H -2.02640 2.24840 -1.59404
H -2.42701 2.22858 0.12494
P 2.54557 1.98164 3.83627
O 2.97358 3.05305 2.74225
O 3.04765 0.54224 3.43969
O 0.99493 1.88523 3.94141
O 3.25180 2.36095 5.21449
C 4.85273 -5.24166 3.95907
C 4.33197 -4.55644 2.71470
C 4.49296 -3.07564 2.97168
O 5.63026 -3.09336 3.78104
C 5.41327 -4.12984 4.72682
H 5.59697 -5.98091 3.66292
H 4.06581 -5.69320 4.56320
H 3.31079 -4.84663 2.46754
H 4.94947 -4.80019 1.85019
H 3.67763 -2.64230 3.55095
H 4.54615 -2.40380 2.11500
H 4.70276 -3.84235 5.50182
H 6.37094 -4.37757 5.18464
C -1.72205 3.01882 -4.31987
C -1.19684 2.24708 -5.51938
C -1.67263 3.01945 -6.74362
O -1.66047 4.38649 -6.30517
C -2.14839 4.32865 -4.92323
H -0.95020 3.19575 -3.57083
H -2.61431 2.56569 -3.88784
H -1.50491 1.20269 -5.56874
H -0.10946 2.32228 -5.51280
H -2.63356 2.72531 -7.16575
H -0.96937 2.89644 -7.56726
H -3.23162 4.40898 -5.01401
H -1.95316 5.25367 -4.38071
C -5.64726 1.64323 -4.00741
C -5.82343 1.67821 -2.50484
C -7.25518 1.52038 -2.28969
O -7.80687 0.85468 -3.42162
C -6.98739 1.14630 -4.53130
H -4.89431 0.88156 -4.20992
H -5.42240 2.58377 -4.51034
H -5.56753 2.69014 -2.19082
H -5.11038 0.95802 -2.10358
H -7.79380 2.46356 -2.19804
H -7.53649 0.95972 -1.39827
H -7.48219 1.84313 -5.20783
H -6.82215 0.21647 -5.07556
C 0.26506 -4.83074 -1.49638
C 1.68995 -4.43591 -1.74354
C 1.97910 -3.51394 -0.49380
O 0.87405 -3.64015 0.35279
C 0.16606 -4.81365 0.05960
H 0.08558 -5.84238 -1.86034
H -0.39110 -4.16850 -2.06116
H 1.82090 -3.91547 -2.69227
H 2.27511 -5.35399 -1.69041
H 2.05296 -2.44166 -0.67508
H 2.82124 -3.84330 0.11483
H -0.89409 -4.67605 0.27229
H 0.67521 -5.64198 0.55230
C -2.93786 -3.15888 -3.33116
C -3.59705 -1.80914 -3.19010
C -5.00509 -1.97818 -3.78311
O -5.25745 -3.34746 -3.75902
C -4.03691 -3.99805 -3.99162
H -2.52946 -3.50301 -2.38096
H -2.09026 -3.19989 -4.01526
H -3.03376 -1.03231 -3.70714
H -3.59243 -1.49075 -2.14764
H -5.02908 -1.81251 -4.86017
H -5.77482 -1.36556 -3.31374
H -3.95526 -3.97613 -5.07834
H -3.88761 -5.03927 -3.70584
O -1.37559 4.66222 -0.77418
S -0.08395 4.26527 -0.28156
O 0.60369 3.22378 -1.02164
O 0.89381 5.58425 -0.18861
C 2.28086 5.34753 -0.07594
C 2.93763 6.73467 -0.29571
C -0.28308 3.88720 1.59014
H 2.63308 4.64651 -0.83264
H 2.57961 4.97296 0.90311
H 2.81241 7.33323 0.60659
H 2.50008 7.21628 -1.17018
H 4.00569 6.59901 -0.46579
H -0.80655 4.72533 2.05017
H 0.70530 3.76446 2.03302
H -0.78784 2.92715 1.69790
O 3.51293 -0.58826 -0.09145
S 4.95976 -0.23576 -0.12869
O 5.95057 -1.15797 -0.60673
O 5.15778 1.18476 -0.94961
C 4.37175 2.31071 -0.54542
C 5.30370 3.50578 -0.35555
C 5.52952 0.39361 1.49917
H 3.80616 2.15351 0.37300
H 3.65807 2.46909 -1.35392
H 5.87100 3.70258 -1.26524
H 6.10013 3.28612 0.35548
H 4.77339 4.42903 -0.12215
H 4.71697 1.02112 1.86535
H 6.40707 1.04007 1.49022
H 5.61932 -0.41768 2.22155
O 0.72608 -1.52248 8.47731
S 1.41085 -1.79685 7.20537
O 2.88194 -2.00680 7.11202
O 0.64335 -3.10854 6.53259
C 1.23487 -3.64777 5.32481
C 0.09135 -4.24503 4.55115
C 0.89921 -0.45767 6.01017
H 2.01648 -4.37069 5.55843
H 1.71481 -2.84846 4.76013
H -0.37528 -5.06432 5.09808
H 0.36015 -4.47917 3.52109
H -0.74736 -3.55361 4.46983
H -0.15858 -0.45499 5.74714
H 1.55066 -0.58743 5.14595
H 1.19511 0.48197 6.47668
F -2.35338 -0.41275 5.54695
C -3.08820 0.41890 4.75592
C -4.45381 0.14849 4.57178
C -5.26699 0.96547 3.79220
C -4.68868 2.05555 3.17926
C -3.33380 2.30693 3.25955
C -2.51718 1.45239 4.04983
H -4.90717 -0.71849 5.02917
H -6.28427 0.60949 3.72275
H -5.33401 2.68363 2.58306
H -2.88954 3.18657 2.81766
H -1.47199 1.65032 4.23635
F 0.81166 -1.12681 -6.73322
C 1.13546 -0.69570 -5.44771
C 2.17772 0.23975 -5.31154
C 2.47693 0.81365 -4.04973
C 1.72640 0.40678 -2.96978
C 0.79746 -0.63260 -3.08890
C 0.46231 -1.17748 -4.31981
H 2.64091 0.61696 -6.21130
H 3.20741 1.59301 -3.89037
H 1.90268 0.74959 -1.96091
H 0.23497 -0.97985 -2.23483
H -0.27513 -1.95790 -4.43603

Formula: C45H89Br3O22S11
Source: OMol25
Level of theory: ωB97M-V/def2-TZVPD

Output
2S+1: 1
Kohn-Sham gap: 8.1 eV
Largest force on an atom: 14.946 eV Å⁻¹
Total charge: 0
E_tot: -15522.9817 Ha

Element x y z (Å)
C 0.48451 -3.83007 22.33242
Br 1.33884 -2.16758 22.93232
Br 0.75740 -3.97605 20.32508
Br -1.47218 -3.81151 22.83107
H 1.04757 -4.55914 22.91510
C -3.15628 -9.49407 20.37279
C -4.20814 -8.78091 19.53634
C -5.08595 -9.72297 18.76070
S -3.86030 -10.91883 18.13215
O -3.41348 -10.45729 16.81073
O -4.23072 -12.31278 18.42895
C -2.55122 -10.39765 19.37338
H -3.71357 -9.97449 21.17698
H -2.42535 -8.80271 20.79216
H -3.75532 -8.15928 18.76392
H -4.80412 -8.09633 20.13989
H -5.65785 -9.46956 17.86806
H -5.74999 -10.30402 19.40064
H -1.93125 -9.88556 18.63752
H -1.82012 -11.20145 19.45993
C -5.53596 -3.44994 22.25686
C -4.06598 -2.96376 22.52429
C -3.67293 -2.33030 21.12074
S -5.26939 -1.46040 20.36637
O -5.55254 -2.05105 19.02054
O -5.31038 -0.06209 20.70146
C -6.35315 -2.28469 21.57256
H -5.90903 -3.64038 23.26316
H -5.43340 -4.27046 21.54670
H -3.49874 -3.86312 22.76410
H -4.00783 -2.34093 23.41693
H -3.46347 -3.06906 20.34714
H -2.90244 -1.57423 21.27168
H -7.26576 -2.50572 21.01904
H -6.59209 -1.52918 22.32103
C -4.48191 -0.28142 17.34052
C -3.55633 0.76312 17.96987
C -2.14563 0.62809 17.41457
S -1.85260 -1.26430 17.61789
O -1.58482 -1.61232 19.06347
O -0.97331 -1.86176 16.57983
C -3.66991 -1.58746 17.14431
H -4.81911 0.06357 16.36308
H -5.34283 -0.35073 18.00544
H -3.48353 0.64663 19.05118
H -3.77566 1.81309 17.77606
H -1.36173 1.22082 17.88602
H -2.26389 0.77536 16.34106
H -3.91422 -2.48665 17.70987
H -3.62406 -1.75307 16.06794
C -6.75831 -3.75112 18.03726
C -5.47128 -4.50427 17.67287
C -5.36709 -4.74290 16.12248
S -6.60215 -3.41559 15.35954
O -7.90092 -4.10181 15.05774
O -5.92005 -2.45177 14.58469
C -6.94050 -2.63679 17.02093
H -6.85294 -3.24102 18.99587
H -7.63155 -4.40049 18.09979
H -5.47300 -5.50477 18.10543
H -4.53545 -4.02513 17.96054
H -5.60311 -5.64214 15.55348
H -4.34532 -4.53601 15.80422
H -7.89848 -2.11864 16.97764
H -6.17106 -1.87615 17.15323
C -1.24777 -8.64624 14.31138
C -1.83186 -9.39610 15.50509
C -2.13554 -8.37542 16.62192
S -0.66308 -7.16821 16.46226
O 0.42780 -7.29416 17.38344
O -1.26351 -5.88474 16.27981
C -0.11012 -7.87124 14.96750
H -1.97733 -7.99202 13.83405
H -0.85719 -9.30641 13.53696
H -1.03689 -10.03983 15.88156
H -2.78973 -9.88211 15.31966
H -2.05528 -8.71571 17.65433
H -3.10225 -7.87563 16.56035
H 0.76298 -8.51721 15.05992
H 0.33133 -7.17530 14.25414
C -7.49585 -7.73239 20.00463
C -8.39798 -6.58544 19.52932
C -7.97627 -5.25731 20.21842
S -6.27011 -5.46365 20.73412
O -6.10280 -5.34374 22.13445
O -5.33333 -4.65143 19.82905
C -6.06244 -7.26511 20.41054
H -7.53696 -8.51239 19.24437
H -7.96972 -8.19085 20.87259
H -9.47875 -6.72680 19.53557
H -8.00392 -6.58046 18.51306
H -8.59223 -5.09800 21.10347
H -8.15325 -4.48420 19.47071
H -5.57356 -7.78745 21.23289
H -5.38781 -7.37809 19.56188
C 0.37197 -8.36106 20.92767
C 0.02599 -6.82134 21.21064
C -1.24392 -6.62350 22.03431
S -1.04452 -7.99091 23.25249
O -2.29916 -8.44483 23.75001
O -0.05538 -7.59063 24.24441
C -0.17320 -9.27557 22.07391
H 1.41356 -8.49028 20.63358
H -0.00640 -8.76955 19.99062
H -0.10155 -6.14833 20.36276
H 0.90625 -6.32653 21.62100
H -2.12677 -6.78663 21.41620
H -1.37592 -5.63115 22.46549
H -0.95390 -9.92137 21.67196
H 0.57090 -9.87534 22.59801
C -5.07962 -8.60050 15.53138
C -5.36261 -7.43557 16.42463
C -6.90703 -7.22149 16.41903
S -7.50546 -8.89217 16.61474
O -8.73718 -9.23835 15.82360
O -7.34115 -9.31227 18.03985
C -6.12315 -9.70418 15.66058
H -4.00545 -8.72214 15.67088
H -5.15142 -8.17321 14.53119
H -4.76213 -6.61423 16.03357
H -5.02193 -7.65499 17.43650
H -7.29023 -6.98568 15.42624
H -7.31716 -6.52463 17.14997
H -6.50292 -9.93727 14.66582
H -5.78851 -10.59101 16.19877
C -3.06993 -7.21318 25.85841
C -4.38314 -7.66536 25.30413
C -4.45389 -7.17529 23.89312
S -3.62153 -5.53095 23.75251
O -4.58885 -4.44639 23.97913
O -2.76443 -5.53216 22.55507
C -2.56067 -5.82931 25.25129
H -2.36965 -7.93543 25.43880
H -3.04326 -7.33192 26.94159
H -5.16059 -7.41011 26.02422
H -4.49009 -8.75003 25.31726
H -5.43200 -7.06873 23.42404
H -3.83603 -7.83159 23.28023
H -2.75730 -4.97200 25.89507
H -1.47689 -5.76533 25.15421
C -2.14311 -4.14015 18.86501
C -2.04985 -4.43455 20.34933
C -3.18419 -5.59098 20.61324
S -2.99869 -6.69924 19.11005
O -4.26513 -7.01108 18.48721
O -2.12679 -7.75857 19.51336
C -2.01736 -5.55865 18.10621
H -1.38884 -3.45719 18.47419
H -3.04815 -3.60119 18.58477
H -2.10722 -3.49079 20.89166
H -1.10162 -4.85789 20.68060
H -4.17556 -5.16845 20.44966
H -3.31130 -6.07071 21.58371
H -2.55301 -5.66891 17.16332
H -0.97021 -5.83353 17.97961
C 2.10868 -4.24700 15.16112
C 1.74859 -2.78628 15.25843
C 0.49774 -2.51267 16.15570
S 0.47114 -3.90361 17.41146
O -0.81790 -4.51954 17.51660
O 1.23341 -3.57673 18.67607
C 1.53585 -5.15749 16.37586
H 3.19653 -4.31443 15.14927
H 1.72464 -4.61590 14.21005
H 1.62085 -2.37550 14.25691
H 2.65450 -2.38593 15.71355
H -0.41439 -2.64702 15.57425
H 0.50538 -1.54088 16.64933
H 1.01555 -6.03934 16.00205
H 2.34208 -5.51048 17.01888